C6H15CdCl2NO2 | the ωB97M-V functional and the def2-TZVPD basis

Element x y z (Å)
Cd: 3.09 0.26 -19.83
Cl: 3.19 -1.83 -21.18
Cl: 5.22 1.20 -20.57
C: 3.34 3.07 -18.16
O: 2.52 2.03 -18.77
C: 1.20 2.08 -18.17
C: 0.53 0.79 -18.60
N: 1.32 -0.40 -18.62
C: 1.76 -0.98 -17.29
C: 3.16 -0.45 -16.94
O: 4.02 -0.29 -18.09
C: 5.39 -0.91 -18.10
H: 3.17 3.99 -18.72
H: 4.43 3.00 -18.09
H: 3.07 3.38 -17.15
H: 0.70 2.96 -18.57
H: 1.14 2.22 -17.09
H: 0.27 0.80 -19.66
H: -0.23 0.52 -17.87
H: 0.70 -1.12 -18.95
H: 1.94 -2.06 -17.31
H: 1.07 -0.89 -16.46
H: 3.63 -1.12 -16.21
H: 2.92 0.52 -16.50
H: 6.17 -0.25 -17.72
H: 5.72 -1.29 -19.07
H: 5.32 -1.71 -17.36

For the total energy, the calculation gives -41658.54689 eV. Its relative energy (zero: lowest compared OMol25 entry of this formula, charge and spin) is 230.2 kJ/mol. The value obtained for the molecular weight is 316.51 g/mol. Its net charge is 0. As for the frontier orbital gap: 8.420 eV.